DFT (ωB97M-V with the def2-TZVPD basis set) results for a cluster of 2 separate species, C3H3BrO2 in total at a distorted geometry.

The geometry in XYZ format:
```
9
Properties=species:S:1:pos:R:3:forces:R:3
C -0.742802 1.394454 0.140248 -2.4 2.8 0.1
C -3.135972 1.194231 -0.231389 1.9 0.8 0.0
C -0.165071 0.095302 -0.037190 0.4 -1.1 -0.1
O -0.505679 2.509659 0.380651 0.1 -1.7 -0.3
O -3.994300 1.941315 -0.474524 0.4 -0.2 0.2
Br -3.498336 -0.791871 -0.076869 -0.4 -0.9 0.1
H -0.929408 -0.687155 -0.059591 0.1 0.2 0.0
H 0.554835 -0.096291 0.762314 0.0 0.1 0.0
H 0.371195 0.103411 -0.989716 0.0 0.0 0.0
```
Positions in Å, forces in eV/Å.

Its largest force on an atom is 3.64 eV/A. The value obtained for the LUMO energy (spin up / spin down) is -0.44 / -0.45 eV. For the HOMO-LUMO gap (spin up / spin down), the calculation gives 7.815 / 7.808 eV.


DFT (ωB97M-V with the def2-TZVPD basis set) results for a cluster of 10 separate species, C45H93BBr20IN2O2 in total at a distorted geometry.

The geometry in XYZ format:
```
164
Properties=species:S:1:pos:R:3:forces:R:3
C -1.716577 4.058102 -1.220636 -0.1 0.2 0.2
C -3.071909 3.846642 -1.868738 0.0 0.3 -0.1
C -3.042754 2.936490 -3.079984 0.4 -0.4 0.3
C -2.775319 1.487793 -2.696379 -0.2 0.3 -0.1
C -2.712057 0.530872 -3.882879 0.2 -0.1 0.2
C -1.587184 -0.483733 -3.753231 0.2 0.1 0.4
C -0.192750 0.135593 -3.799673 -0.3 -0.5 -0.2
C 0.853412 -0.909246 -3.454132 -0.3 0.0 -0.1
C 2.297010 -0.485245 -3.275654 -0.1 -0.4 -0.3
N 2.723221 0.551235 -2.250178 0.2 0.0 0.0
B 2.339517 1.985299 -2.695261 -0.4 0.1 -0.6
C 2.214637 2.351116 -4.209430 0.7 0.0 0.2
O 2.190535 2.909756 -1.738733 0.4 -0.1 0.4
C 4.245570 0.647468 -2.485969 -0.1 0.5 -0.1
C 5.034627 1.506294 -1.524410 0.8 -0.9 0.0
C 6.501789 1.437467 -1.986112 -0.3 0.6 0.0
O 6.750715 2.441664 -2.951351 -0.1 -0.2 -0.2
C 7.175791 3.633195 -2.303096 0.0 0.2 0.1
C 6.847470 4.874530 -3.080644 -0.1 0.0 -0.2
C 5.360998 5.195494 -3.133890 0.2 -0.1 -0.1
C 4.854117 0.955320 -0.113710 -0.2 0.3 0.0
C 5.610178 -0.336944 0.149138 0.3 0.1 -0.1
C 3.361238 0.945944 0.167298 0.2 0.5 -0.2
C 2.428904 0.175955 -0.775456 -0.4 -0.3 0.7
C 2.591439 -1.346470 -0.596439 0.4 0.2 -0.2
C 2.602599 -1.919306 0.817761 -0.4 -0.6 -0.3
C 1.234505 -2.170786 1.432268 0.4 0.1 0.5
I 0.109319 -3.666331 0.426697 -0.1 -0.1 -0.1
C 1.031017 0.579839 -0.284522 -0.5 -0.3 0.1
N -0.117833 -0.156418 -0.781243 -0.1 0.3 0.1
C -1.338207 0.236490 -0.067176 0.2 -0.5 -0.1
H -1.262549 3.130527 -0.892861 0.2 -0.2 -0.1
H -1.034263 4.585120 -1.878773 0.2 0.0 -0.2
H -1.824545 4.671565 -0.333012 0.0 0.2 0.2
H -3.447095 4.819167 -2.171271 -0.2 0.2 0.0
H -3.762164 3.465460 -1.125677 -0.3 -0.2 0.1
H -3.964994 2.992335 -3.645560 -0.3 0.1 -0.2
H -2.225581 3.266081 -3.723052 0.0 0.1 -0.3
H -3.572560 1.178111 -2.026534 -0.1 -0.2 0.2
H -1.861088 1.456613 -2.116053 0.2 -0.1 -0.1
H -3.644770 -0.017682 -3.925133 -0.3 0.0 -0.3
H -2.608917 1.095786 -4.805201 0.0 0.1 -0.3
H -1.680343 -0.950045 -2.774385 -0.1 -0.2 0.2
H -1.675148 -1.279193 -4.485965 0.0 -0.1 -0.3
H -0.192473 0.960364 -3.099358 0.2 0.3 0.1
H -0.021042 0.476470 -4.815729 0.1 0.4 -0.2
H 0.482524 -1.521638 -2.646237 0.1 0.0 0.3
H 0.886357 -1.590546 -4.301999 0.2 -0.2 -0.2
H 2.655665 -0.134528 -4.231161 0.1 0.4 -0.2
H 2.890662 -1.374040 -3.109014 0.1 -0.1 0.4
H 1.195104 2.242032 -4.539355 -0.4 -0.1 -0.2
H 2.490973 3.382374 -4.392033 0.0 0.4 0.1
H 2.865603 1.780812 -4.858528 0.0 -0.3 -0.3
H 2.305769 3.798120 -2.085735 -0.3 0.3 -0.1
H 4.369801 1.008528 -3.499314 0.0 0.1 -0.3
H 4.661037 -0.349097 -2.471558 -0.2 -0.4 0.1
H 4.817229 2.564095 -1.573152 -0.6 0.2 0.0
H 7.138650 1.625131 -1.126960 0.2 -0.3 0.2
H 6.736421 0.463840 -2.397221 0.2 -0.2 -0.2
H 8.243938 3.576978 -2.104611 0.3 -0.1 0.0
H 6.677387 3.711359 -1.335157 -0.1 0.0 0.3
H 7.373329 5.699792 -2.613269 0.2 0.2 0.2
H 7.254183 4.794686 -4.082555 0.1 0.0 -0.3
H 5.206204 6.248458 -3.329956 -0.1 0.3 -0.1
H 4.898977 4.972652 -2.175336 -0.2 0.0 0.2
H 4.865746 4.637093 -3.919381 -0.2 -0.2 -0.1
H 5.269228 1.706184 0.551143 0.1 0.1 0.3
H 6.656272 -0.117014 0.316350 0.3 0.1 0.0
H 5.579084 -1.051270 -0.664695 -0.2 -0.2 -0.2
H 5.271576 -0.819028 1.052953 -0.2 -0.2 0.2
H 3.064795 1.989417 0.155398 -0.2 0.2 -0.1
H 3.147230 0.637366 1.179110 0.1 -0.3 0.3
H 1.814907 -1.876073 -1.133884 -0.2 -0.1 -0.2
H 3.507156 -1.654693 -1.085063 0.3 0.0 0.0
H 3.071933 -2.894517 0.731610 0.2 -0.2 0.0
H 3.205763 -1.389075 1.540762 0.1 0.4 0.1
H 1.358419 -2.553843 2.434004 0.0 -0.2 0.2
H 0.633978 -1.279122 1.521122 -0.3 0.1 -0.1
H 0.831038 1.637286 -0.406460 0.1 0.2 -0.3
H 1.110410 0.445394 0.796036 0.1 0.1 0.3
H -0.009159 -1.143009 -0.586522 0.1 -0.1 -0.2
H -1.373852 1.310096 0.055741 0.0 0.2 0.1
H -1.419776 -0.251399 0.903573 0.1 0.1 0.4
H -2.201263 -0.076452 -0.638571 -0.2 -0.1 -0.1
Br 8.150388 2.277118 1.400119 0.0 0.1 0.1
C 7.462812 2.843959 3.132238 0.1 0.0 -0.1
C 7.593342 1.759211 4.163823 -0.1 -0.1 0.1
Br 6.263194 0.364998 3.903116 0.0 0.0 -0.1
H 6.429158 3.132614 2.976010 0.0 0.0 0.0
H 8.048045 3.717337 3.407758 0.0 0.0 0.0
H 7.408558 2.157331 5.158504 0.0 0.0 0.0
H 8.562627 1.273758 4.141710 0.0 0.0 0.0
Br -1.888196 -2.143845 3.788788 0.1 0.1 0.0
C -2.504763 -3.968225 3.503020 -0.1 0.1 -0.1
C -3.964141 -4.110022 3.833071 0.0 -0.1 0.1
Br -4.279122 -4.135562 5.751431 0.0 0.1 0.0
H -1.874489 -4.609664 4.109069 0.0 0.0 0.0
H -2.332043 -4.173814 2.449834 0.0 0.0 0.0
H -4.347439 -5.056877 3.459599 0.0 0.0 0.0
H -4.561105 -3.297785 3.432377 0.0 0.0 -0.1
Br -6.560124 -6.437755 2.613514 -0.1 0.0 -0.1
C -7.396617 -6.306317 4.366410 -0.4 -0.3 0.2
C -8.658806 -5.485649 4.330942 0.0 -0.5 0.9
Br -8.230303 -3.597828 4.181432 -2.0 -7.6 2.7
H -6.649152 -5.883071 5.029308 0.0 0.0 0.0
H -7.606924 -7.330483 4.667562 0.2 -0.1 -0.1
H -9.208711 -5.600086 5.261680 -0.1 -0.3 0.1
H -9.305879 -5.732568 3.495152 0.0 -0.1 0.0
Br -6.374168 1.795129 -1.008489 -0.1 0.0 0.0
C -6.255925 0.912671 0.720461 0.1 0.1 -0.1
C -4.953461 0.174674 0.872727 0.0 -0.1 0.1
Br -4.916743 -1.473235 -0.159024 0.1 0.0 0.0
H -7.118692 0.260973 0.798732 0.0 0.0 0.0
H -6.333494 1.703328 1.462583 0.0 0.0 0.0
H -4.806706 -0.125738 1.908161 0.0 0.0 0.0
H -4.106691 0.766249 0.538335 0.0 0.0 0.0
Br 7.587784 8.418110 -4.770281 0.0 -0.1 0.0
C 5.871905 9.231308 -5.182795 0.2 0.0 -0.1
C 5.578558 10.403744 -4.287624 -0.1 0.0 0.1
Br 5.052179 9.825544 -2.505901 0.0 0.0 0.0
H 5.126277 8.451511 -5.089354 -0.1 -0.1 0.0
H 5.939927 9.548768 -6.220286 0.0 0.0 0.0
H 4.736043 10.973115 -4.672069 0.0 0.0 0.0
H 6.434568 11.057610 -4.165171 0.0 0.0 0.0
Br 3.287140 5.043334 -8.115386 0.0 0.0 0.1
C 1.476035 5.298045 -7.462969 0.1 0.0 -0.1
C 1.321962 6.517300 -6.589584 -0.1 -0.2 0.1
Br 2.080039 6.240298 -4.816671 0.1 0.1 0.0
H 1.216431 4.387388 -6.934648 -0.1 0.0 0.0
H 0.855415 5.392827 -8.350207 0.0 0.0 0.0
H 0.266251 6.719113 -6.428217 0.0 0.0 0.0
H 1.804157 7.400783 -6.992205 0.0 0.0 -0.1
Br -10.975324 -8.104674 2.165092 0.0 0.0 0.1
C -10.448279 -8.939585 3.840099 0.0 -0.1 -0.2
C -11.584806 -9.002238 4.823444 0.0 0.1 0.1
Br -11.939136 -7.266181 5.625129 0.0 0.0 0.0
H -9.608840 -8.370000 4.222549 0.0 0.0 0.0
H -10.116220 -9.940517 3.576414 0.0 0.0 0.0
H -11.334371 -9.661832 5.650336 0.0 0.0 0.0
H -12.510312 -9.328612 4.362922 0.0 0.0 0.0
Br -9.452538 1.462995 2.489362 -0.1 0.0 0.0
C -9.231810 0.527292 4.178477 0.1 0.1 -0.1
C -7.876187 -0.121404 4.273777 0.2 0.7 -0.4
Br -7.730369 -1.709400 3.161135 2.1 8.1 -3.5
H -10.045748 -0.185582 4.244888 0.0 -0.1 0.0
H -9.340013 1.279384 4.955768 0.0 0.0 0.0
H -7.682465 -0.451291 5.291248 0.0 -0.2 0.0
H -7.085617 0.548365 3.953045 0.0 0.2 0.2
Br 8.412541 -1.645339 6.713044 0.0 0.0 0.0
C 7.025894 -2.532410 7.748938 0.1 0.0 -0.1
C 5.672365 -2.428306 7.098682 -0.1 0.1 0.1
Br 4.897587 -0.658360 7.312534 0.0 0.0 0.0
H 7.041782 -2.084205 8.735824 0.0 0.0 0.0
H 7.333688 -3.572710 7.815048 0.0 0.0 0.0
H 4.974072 -3.112019 7.574627 0.0 0.0 0.0
H 5.709470 -2.626938 6.033042 0.0 0.0 0.0
Br -3.141963 -8.229037 2.623974 0.2 0.0 0.0
C -3.623022 -10.082628 2.300977 -0.1 0.1 0.0
C -5.109146 -10.283841 2.443599 -0.1 -0.1 0.1
Br -5.675676 -10.274100 4.304159 0.0 0.1 0.0
H -3.047902 -10.682965 2.996672 0.0 0.0 0.0
H -3.310258 -10.300966 1.283203 0.0 0.0 0.0
H -5.400119 -11.254981 2.051304 0.0 0.0 0.0
H -5.676164 -9.502648 1.948361 0.0 0.0 0.0
```
Positions in Å, forces in eV/Å.

Its largest force on an atom is 9.04 eV/A. The value obtained for the LUMO energy is -1.61 eV. The total charge is +1. For the HOMO-LUMO gap, the calculation gives 7.686 eV.


DFT (ωB97M-V with the def2-TZVPD basis set) results for a cluster of 4 separate species, C5H15NO2 in total at a distorted geometry.

The geometry in XYZ format:
```
23
Properties=species:S:1:pos:R:3:forces:R:3
C -0.565508 -0.436491 0.608134 -0.7 0.2 0.4
N 0.045664 -1.780113 -1.257646 0.2 0.1 -0.8
C -0.413892 -0.451940 -0.942366 1.4 -0.4 2.6
C -0.207831 3.239076 -2.161916 0.9 -1.4 1.1
C -0.184890 2.961344 -0.825777 -1.6 0.9 1.0
C 0.716007 2.420894 0.097917 0.6 0.2 -1.5
H -0.926745 0.471765 1.126608 -0.2 0.2 -0.7
H -1.271999 -1.209987 0.910254 0.1 -0.1 0.0
H 0.367292 -0.660948 1.119068 0.2 -0.3 -0.3
H 0.653360 -1.760562 -2.066532 -0.2 -0.1 -0.3
H -1.357792 -0.196537 -1.420488 0.1 0.3 -0.4
H 0.402106 0.276034 -1.102612 -0.4 0.3 -0.8
H -1.079524 3.752067 -2.532171 0.2 0.1 -0.4
H 0.631446 2.890432 -2.750094 -0.2 0.4 -0.5
H -1.057144 3.359657 -0.299686 0.1 0.1 -0.1
H 1.555829 1.802458 -0.192077 0.1 0.0 0.1
H 0.671097 2.846068 1.090222 -0.2 -0.7 0.3
H 1.467905 -3.640461 0.957838 0.0 0.3 -0.1
H 0.606788 -2.235672 -0.499822 -0.4 0.0 0.8
O 1.247094 -2.705231 1.090405 0.2 -0.3 -0.1
H -0.578951 -3.238993 3.748164 -0.2 0.1 -0.2
H 0.057337 -2.895091 2.395218 0.2 0.3 -0.7
O -0.777648 -2.807769 2.907359 -0.1 -0.2 0.7
```
Positions in Å, forces in eV/Å.

Its largest force on an atom is 3.00 eV/A. The value obtained for the LUMO energy is -4.30 eV. For the HOMO-LUMO gap, the calculation gives 2.919 eV.


DFT (ωB97M-V with the def2-TZVPD basis set) results for an isolated molecule of C26H27N3O3.

The geometry in XYZ format:
```
59
Properties=species:S:1:pos:R:3:forces:R:3
O -2.623066 -2.966598 -0.604433 0.2 0.3 -0.1
C -1.898920 -2.035131 -0.924216 0.1 -0.2 -0.1
C -0.480772 -1.995979 -0.676684 0.4 0.1 0.1
C 0.424028 -1.025691 -1.066487 -0.4 -0.1 -0.1
N 1.673169 -1.368560 -0.697666 0.0 0.1 -0.1
C 1.629028 -2.561649 -0.011118 -0.4 -0.6 0.2
C 2.647383 -3.297643 0.576628 0.1 0.1 0.0
C 2.300338 -4.484394 1.190051 0.1 0.0 0.0
C 0.977911 -4.929083 1.216832 -0.1 -0.1 0.1
C -0.038063 -4.199659 0.635973 0.0 -0.1 0.0
C 0.287581 -2.999205 0.014100 0.3 0.2 -0.1
H -1.061484 -4.538018 0.653689 -0.1 0.0 0.0
H 0.751330 -5.864350 1.707241 0.0 -0.1 0.0
H 3.067389 -5.081333 1.661190 0.1 0.0 0.0
H 3.671563 -2.954774 0.570116 0.1 0.0 0.0
C 2.858678 -0.598271 -0.926937 0.1 0.1 0.3
H 3.665479 -1.272517 -1.231393 -0.1 0.1 -0.1
H 2.662037 0.120770 -1.726985 0.1 -0.1 0.0
C 3.260155 0.155254 0.358390 -0.1 -0.2 -0.2
O 2.541186 0.136654 1.335220 -0.2 0.0 0.0
N 4.447733 0.794094 0.332249 0.3 0.1 0.2
C 5.305115 1.000291 -0.812728 -0.1 0.2 -0.4
H 4.998401 0.377061 -1.650139 0.0 -0.1 0.1
C 5.292877 2.477038 -1.218317 0.3 -0.1 0.1
C 5.731715 3.341948 -0.039627 -0.3 0.1 -0.1
C 4.840885 3.059071 1.167423 0.3 -0.1 0.0
C 4.858161 1.566538 1.491495 -0.3 0.2 0.4
H 4.168557 1.335021 2.304060 0.2 0.0 -0.1
H 5.869234 1.255211 1.775985 0.0 0.0 0.0
H 5.183934 3.622389 2.035554 0.0 0.0 0.0
H 3.815617 3.362519 0.947691 -0.1 0.0 0.0
H 5.677304 4.397661 -0.309037 0.1 0.0 0.0
H 6.769947 3.112256 0.211639 0.1 0.0 0.0
H 5.957806 2.624522 -2.070233 0.0 0.0 -0.1
H 4.281800 2.757299 -1.520804 -0.1 0.0 -0.1
H 6.325279 0.713852 -0.528233 0.0 -0.1 -0.1
H 0.233182 -0.127246 -1.620993 0.0 0.1 -0.1
C -2.460319 -0.839970 -1.696680 -0.3 0.2 -0.2
O -1.839566 -0.358321 -2.636259 0.2 -0.1 0.0
N -3.671216 -0.382634 -1.328155 -0.1 0.1 0.1
C -4.469074 -0.875904 -0.230565 -0.2 -0.5 0.3
C -5.245383 0.208769 0.472991 0.0 0.2 0.0
C -5.986112 -0.136338 1.598113 0.0 0.0 -0.1
C -6.723204 0.812843 2.278963 0.0 -0.1 0.1
C -6.727898 2.126496 1.838338 0.0 0.1 0.0
C -5.998000 2.475312 0.718456 0.0 0.0 0.1
C -5.253703 1.526586 0.027672 0.0 0.0 0.0
C -4.464668 1.904416 -1.193128 0.0 -0.2 -0.1
C -4.290819 0.682270 -2.088157 0.2 0.4 -0.3
H -5.267726 0.339957 -2.447965 0.0 0.0 0.0
H -3.645298 0.899948 -2.940728 -0.2 -0.1 0.1
H -3.478579 2.271489 -0.892082 0.0 0.0 -0.1
H -4.967477 2.704917 -1.738591 0.0 0.0 0.0
H -6.002117 3.497414 0.366873 0.0 0.1 0.0
H -7.302236 2.874281 2.364641 -0.1 0.1 0.0
H -7.293382 0.530298 3.151244 0.0 0.0 0.1
H -5.978668 -1.162390 1.936972 0.0 -0.1 0.1
H -5.178269 -1.628569 -0.607136 0.1 0.0 0.1
H -3.828780 -1.380215 0.495674 -0.2 0.1 -0.1
```
Positions in Å, forces in eV/Å.

Its largest force on an atom is 0.78 eV/A. The value obtained for the LUMO energy is 0.50 eV. For the HOMO-LUMO gap, the calculation gives 8.538 eV. As for the SMILES: O=C(C(=O)N1CCc2ccccc2C1)c1cn(CC(=O)N2CCCCC2)c2ccccc12.


DFT (ωB97M-V with the def2-TZVPD basis set) results for the ion C19H18F with charge +1 at a distorted geometry.

The geometry in XYZ format:
```
38
Properties=species:S:1:pos:R:3:forces:R:3
C -1.140745 2.066412 -0.133409 -0.9 0.5 -1.0
C -1.142326 3.617221 0.100911 -0.6 -1.2 0.0
C 0.145623 4.271498 -0.182427 0.9 -0.7 0.0
C 1.323331 3.557980 -0.166790 -0.7 0.6 0.1
C 1.326198 2.145647 0.061482 -0.8 -1.8 -0.2
C 0.155154 1.313135 -0.026902 0.9 0.2 -2.7
H -1.928507 1.609092 0.449265 -0.1 -0.1 0.4
H -1.472433 1.921937 -1.162142 -0.2 0.0 -0.1
H -1.947867 4.032635 -0.511825 0.2 0.1 -0.2
H -1.512943 3.842343 1.101374 0.4 0.2 0.3
H 0.120486 5.342273 -0.381638 0.3 -0.2 0.1
H 2.281071 4.075057 -0.304881 -0.4 -0.4 0.1
H 2.271025 1.656660 0.314598 -0.1 0.1 -0.4
H 0.186312 0.494038 -0.912521 0.8 2.2 0.5
F -4.975066 -2.919518 -0.337200 1.3 0.4 0.1
C -3.714332 -2.416126 -0.139966 -0.9 -0.3 -0.5
C -3.320102 -2.146513 1.154649 1.0 0.1 0.0
C -2.055985 -1.563018 1.338216 0.0 0.9 -0.2
C -1.246541 -1.148935 0.259593 -0.2 0.8 -0.2
C 0.046755 -0.277333 0.487593 0.1 -2.1 3.0
C 1.329976 -1.154265 0.353674 0.1 0.6 -0.8
C 2.410118 -0.958917 1.211493 0.1 1.0 -0.4
C 3.704363 -1.345184 0.839201 -0.4 -0.2 0.4
C 3.929521 -2.023166 -0.361026 -0.1 -0.2 0.3
C 2.841614 -2.387043 -1.151341 -0.6 0.0 0.5
C 1.543991 -1.990513 -0.756479 0.2 0.8 -0.8
C -1.665876 -1.530890 -1.014274 -0.6 0.6 -0.4
C -2.909999 -2.152761 -1.243530 0.7 0.2 0.7
H -3.967761 -2.386078 1.993074 0.1 0.0 -0.2
H -1.727771 -1.280103 2.328176 -0.1 -0.2 0.2
H 0.009828 0.200577 1.475903 -0.2 -1.6 0.6
H 2.219869 -0.312901 2.072568 0.4 -0.3 0.0
H 4.524876 -1.115707 1.512985 0.0 0.0 -0.2
H 4.944743 -2.309615 -0.647104 -0.4 0.2 0.1
H 3.010379 -2.973530 -2.062424 -0.3 0.3 0.4
H 0.711637 -2.151942 -1.437809 0.3 -0.3 0.1
H -1.084559 -1.193362 -1.876395 -0.2 -0.3 0.1
H -3.224067 -2.409098 -2.244679 -0.1 0.0 0.0
```
Positions in Å, forces in eV/Å.

Its largest force on an atom is 3.64 eV/A. The value obtained for the LUMO energy is -5.54 eV. The total charge is +1. For the HOMO-LUMO gap, the calculation gives 6.591 eV.


Values for ΔE to the lowest compared entry with this formula, charge and spin, kcal/mol, ordered as above
37.8, 0.0, 179.3, 0.0, 38.0
Values for calculated total energy, eV, ordered as above
-77294.626, -1464870.794, -11006.171, -38014.669, -22702.029